1.
Below is a molecular structure, C31H44N4P2Ti in a non-equilibrium geometry, with properties calculated with wB97M-V/def2-TZVPD.

```
82
Properties=species:S:1:pos:R:3:forces:R:3
C 5.011726 -0.719125 2.902574 -1.1408 -0.4220 -1.0986
C -0.557478 2.444977 1.525889 0.0017 0.1800 -0.1754
H -0.044211 -2.773451 -4.784342 -0.1766 -0.0253 -0.0665
H 2.392301 1.551784 -5.613954 -0.0801 -0.0299 0.2499
H -0.130686 2.483421 -5.184799 -0.0408 -0.0897 0.1391
C 1.886486 0.139407 -3.994392 0.3110 0.5509 -0.6966
H 3.603830 -6.111206 -3.645966 -0.0354 -0.4079 0.1057
C 1.704940 -8.494397 -1.032576 -0.2547 -0.4068 0.0863
C 4.280260 -1.590865 2.102039 0.8520 0.4728 0.3950
H -1.265236 1.648320 4.111559 0.2484 0.0439 -0.0696
C -2.178365 -2.547448 -2.310830 -0.6232 -0.6001 -0.5039
C 2.206313 -3.930780 1.231804 -0.9475 -0.3812 0.5100
Ti -0.098923 -1.528860 0.389229 -3.8020 4.0703 0.4539
H -1.170039 0.946104 -3.175064 -0.0221 -0.0623 -0.2439
C -0.928619 -2.855236 -4.168327 -0.8373 -0.4553 -0.1855
C -2.177307 -3.428422 -4.407985 1.1449 0.7328 0.7928
H 0.346013 1.034829 4.538979 -0.1009 0.0854 -0.0478
C 1.681470 1.195958 -4.878269 -0.1452 -1.0822 1.0888
H 3.521481 -3.013970 -0.904413 -0.0353 0.4193 -0.2110
C 0.046761 1.338947 2.389698 0.4749 0.3457 -0.1117
H 5.811863 -0.993760 3.573897 -0.1481 -0.0432 -0.0181
C 1.931110 -2.459333 -2.332346 0.0945 0.0035 -0.3088
H 4.630868 -7.365078 -1.650374 0.0084 0.3347 0.1441
H -2.496781 -3.922081 -5.316799 0.1470 0.1336 0.1260
C -0.422475 -0.105564 2.145882 0.2439 -0.1493 0.2402
C -1.277582 0.147660 -0.489475 -0.0573 -0.5966 -0.1622
H -0.156897 -2.300850 2.480008 0.0239 -0.0463 -0.0919
H -0.572763 0.978459 -0.664668 -0.2141 -0.4650 0.0292
C 3.498317 0.503983 1.725969 1.0019 0.2442 0.6453
C 4.511210 0.606288 2.661322 -0.7726 -0.4767 -0.8173
C 2.141751 -7.427870 -0.071775 0.2058 -0.1735 0.1943
H -2.408811 -2.175073 -1.321371 -0.1161 -0.0316 -0.1642
H -3.996428 -3.547247 -3.078892 0.2901 0.1271 0.0178
N 0.714880 -0.090416 -3.269254 -0.3782 -1.1369 1.7463
C 3.035931 -6.617261 -2.850433 0.3198 0.0683 -0.5123
C 3.903609 -6.539990 -1.575111 0.3729 0.0335 -0.1470
H 2.579868 -8.953610 -1.527787 -0.3689 0.2109 0.3694
C 0.192109 -3.024318 1.736045 -0.2279 -1.7415 -0.4510
H 2.853585 1.235298 1.263199 0.2205 0.1096 0.0627
H -0.199523 2.410987 0.492500 -0.1475 0.1049 0.1892
H 1.584569 -7.452346 0.865037 0.3563 0.0675 -0.0532
N 1.508758 -2.777109 1.152988 0.5010 0.5457 -0.6267
H 2.776883 -0.449609 -3.806857 -0.1903 0.2094 -0.2634
H 2.926089 -7.674107 -3.140362 -0.0014 0.4850 -0.0425
H 0.911580 -8.655881 -3.008238 -0.3387 0.4571 0.1957
H -1.656673 2.399405 1.527433 0.2689 0.0696 -0.0278
N 3.371439 -0.838498 1.353911 -1.2557 0.2256 -1.1314
H -1.847317 -0.021503 -1.407716 0.0836 -0.0101 0.1146
H 1.667179 -4.952269 -3.225527 -0.2734 -0.1347 0.1465
H -1.531604 -0.143990 2.167860 0.2981 -0.2624 -0.2815
C -2.968637 -3.231326 -3.226685 1.0050 0.5143 0.5671
H -0.407022 -6.144621 -2.432498 0.4274 0.0822 -0.0301
H 1.651405 -3.522642 -2.276288 -0.0693 0.4353 0.2477
C 0.126697 -4.420130 2.012158 0.6360 1.0288 -0.0663
C -0.212780 0.876744 -3.664827 0.3007 0.6925 -0.5531
H -0.783678 -4.915761 2.330154 0.3345 -0.0236 0.3146
C 1.697274 -5.947717 -2.790097 -0.3202 -0.1263 -0.0824
H -1.982798 0.455695 0.295947 0.2392 -0.1759 -0.3879
H 4.321203 -2.665658 2.001442 0.1994 0.2858 0.1114
H 4.855126 1.518382 3.121435 -0.0422 -0.0304 -0.0122
C 1.393423 -4.933030 1.783572 0.7244 -0.2460 0.0411
H -0.108919 -0.638769 3.062344 0.1431 0.0185 -0.3952
C 0.352002 1.674058 -4.657643 -0.1568 -1.1876 0.9815
N -0.921802 -2.312760 -2.882975 1.1399 0.5724 0.7792
H -0.326503 -8.402519 -1.767539 0.2281 0.0391 -0.1897
H 1.205298 -9.274152 -0.430902 0.4909 0.1333 -0.2843
H 1.134324 1.330949 2.215520 -0.3375 0.1473 0.2583
H 0.140738 2.733659 4.082539 -0.0713 -0.2787 -0.1579
P 0.414457 -1.470899 -2.073670 -1.2318 0.5347 -3.9465
C 3.174725 -6.606287 -0.272936 -0.2402 -0.8017 0.3049
H -0.262546 3.429496 1.925298 -0.1373 -0.4108 -0.1146
C 0.664178 -8.068588 -2.102805 -0.4509 -0.2182 0.2802
H 3.628536 -6.070892 0.564389 -0.3289 0.0706 -0.1881
C -0.194274 1.710573 3.866464 -0.0336 -0.3044 0.1461
H 4.477987 -5.606320 -1.587563 0.0982 -0.1128 -0.0776
C 3.007306 -2.112191 -1.275221 -0.1679 0.2687 0.1169
H 2.302863 -2.282987 -3.350345 -0.0204 -0.2215 0.2985
C 0.593206 -6.590335 -2.403147 0.2317 -0.2607 -0.6894
H 3.244822 -3.979812 0.931219 -0.3550 -0.2233 -0.2147
H 3.760809 -1.407762 -1.681031 -0.2823 -0.2712 0.3271
P 2.192217 -1.241061 0.140687 3.5625 -1.1419 3.2062
H 1.760918 -5.926670 1.991466 -0.2527 0.1112 -0.1241
```
Forces are in eV/Å.

Summary:
highest occupied orbital energy	-13.62	eV
E	-80491.3551	eV
lowest unoccupied orbital energy	-0.3041	Eh
net charge	+2
ΔE to the lowest compared entry with this formula, charge and spin	0.0	kJ/mol

2.
Below is a molecular structure, C31H45As3Br2Cl3ILaN3O2S in a non-equilibrium geometry, with properties calculated with wB97M-V/def2-TZVPD.

```
92
Properties=species:S:1:pos:R:3:forces:R:3
H 14.701665 9.254701 12.568639 -0.1321 0.1226 -0.1368
C 8.362715 9.378160 7.916593 0.0330 -0.3078 1.0949
H 8.027667 9.583531 6.919679 -0.2290 -0.0354 -0.2584
H 9.502210 9.242326 19.113623 0.2014 0.0120 -0.3836
C 10.386222 9.313407 16.664473 -0.3229 -0.2691 -0.0138
C 6.284741 11.590786 16.031420 0.3357 -0.9632 0.5015
H 13.343959 8.795665 13.667911 0.1027 0.0048 -0.3146
H 16.445958 11.718563 16.886226 0.1840 -0.1890 -0.6874
C 9.565161 5.857055 19.058191 0.7025 0.5090 -0.2797
H 15.662261 12.325145 13.187412 0.5301 -0.1904 -0.6275
H 10.213930 4.708456 17.295033 0.0276 0.3249 0.8232
Br 8.043092 6.323524 10.889258 0.1466 0.8767 -1.0303
H 10.688587 6.537380 15.911616 -0.2298 0.2155 -0.0819
C 8.371366 14.738625 18.606283 0.2092 -0.5997 -0.3672
H 14.067329 14.224949 16.016875 -0.0055 0.4064 -0.1676
C 9.647269 10.056947 9.854969 -0.3375 -0.4808 -0.4912
Cl 6.761603 15.246102 18.136104 -0.0289 0.2761 -0.3625
H 14.765602 17.229201 13.764952 0.2582 0.0146 -0.0868
Cl 8.215780 13.786135 20.073144 0.4166 0.0385 0.2544
H 12.707257 10.118863 18.049739 -0.2359 -0.3361 0.2711
C 16.152297 11.519687 15.832152 0.7589 -0.1642 0.0177
H 5.544257 10.797655 13.372266 0.3403 -0.1653 0.0964
Br 8.215451 7.498552 20.974958 0.7355 -0.1473 -0.0944
C 14.687114 16.230539 14.198425 0.6726 0.8085 1.3008
C 9.144550 10.296668 8.599163 0.4367 1.5426 -1.0995
C 14.153517 9.504496 13.472886 -0.3892 -0.1509 0.2985
C 13.187846 11.648796 11.566086 -0.1576 0.0300 0.4101
H 7.065575 10.715108 12.458312 -0.0379 0.0622 0.0809
C 16.669630 13.805819 15.163920 -0.7667 -0.0302 0.2626
La 10.506171 11.649742 14.969969 0.1378 -0.9309 0.0984
H 15.935731 14.434626 11.988093 -0.1812 -0.3261 0.0184
H 15.071257 13.506896 17.208035 0.7249 0.2528 1.0745
H 14.370620 13.478927 13.535909 0.5187 -0.1858 0.0499
H 13.953922 15.730098 13.592470 -0.3342 -0.6903 0.0358
H 14.385894 16.445353 15.255648 -0.1833 -0.4676 -0.8877
I 10.202361 8.606894 12.409170 -0.2146 0.1640 -0.0207
N 9.433702 13.214350 16.733272 -0.3089 0.5567 0.4324
H 11.679260 14.915548 13.952284 0.5840 -0.0842 0.7499
H 14.821759 9.415898 14.313064 0.3378 0.0221 0.2585
C 9.348663 8.841899 10.485309 0.7474 0.9483 0.6170
C 14.873702 12.549385 13.871476 -1.0212 0.7722 0.6745
H 14.452053 10.381251 17.851740 0.1244 -0.1843 0.0574
H 6.126226 12.660289 15.925893 0.1447 0.0212 0.1385
H 9.269615 5.037154 19.708222 0.1286 0.0396 -0.3328
H 11.097762 16.564876 11.907940 -0.0669 -0.2033 0.1025
H 13.490390 13.118465 19.304793 0.4482 -0.1016 0.1279
As 16.577321 15.574948 14.287423 -0.1707 0.3790 -0.7278
H 17.705558 14.524688 12.274645 0.1208 -0.1711 -0.1688
H 8.820333 13.032841 11.506669 -0.0609 0.1787 0.2316
C 8.539330 7.916758 9.883284 -1.0885 -0.3552 -0.6155
C 13.490283 10.375775 17.356721 -0.0339 1.9882 0.5689
C 10.149962 8.038315 17.385720 -0.4712 1.6761 1.6532
C 10.293299 6.748822 16.896681 0.9353 0.2764 0.5024
C 16.750402 15.022438 12.382620 -0.0036 1.2655 0.2015
H 12.640531 12.569324 11.349403 0.2176 0.0926 0.2584
H 17.022693 13.977378 16.196239 0.0402 0.0237 -0.4618
H 17.044353 11.240357 15.223766 -0.5055 0.2333 0.5688
H 10.297348 10.802310 10.267065 0.2142 0.0718 0.5001
C 12.613754 12.927275 18.711602 -1.2318 -0.3572 -0.5336
C 9.473056 13.766360 11.963159 1.0437 0.2053 0.1229
Cl 9.519986 16.081637 18.705626 -0.2359 -0.0390 0.2780
C 15.496666 12.800342 15.272650 0.3427 -1.2150 -0.4187
H 9.389577 11.258041 8.084090 -0.1219 -0.9086 0.5615
N 9.806722 14.935559 11.376044 -0.3577 -0.1557 0.7878
C 14.538933 13.297173 16.320559 -1.0571 0.2327 -0.4965
As 13.381432 11.291406 13.498134 0.2192 0.2315 -0.1955
H 12.000536 13.842603 18.684975 0.3290 -0.2465 -0.1573
H 5.341619 11.054703 15.859399 0.2779 0.1822 -0.0639
C 9.717453 8.261873 18.705761 -0.1606 -0.9135 -0.0021
H 6.631659 11.277990 17.054055 -0.1294 0.5484 -1.0276
C 9.415744 7.167215 19.499090 -1.3957 -0.0482 0.0851
C 11.020606 14.725978 13.149503 -0.8286 -0.1296 0.3397
O 10.040838 10.462917 17.129080 0.2177 -0.6357 -0.4431
H 6.388194 12.270693 13.018370 0.2938 0.3859 0.0783
H 14.175364 11.676445 11.108347 -0.0946 -0.0873 -0.1299
C 6.545882 11.231707 13.268981 -0.2512 -0.4302 -0.0575
O 10.935093 9.230961 15.535328 0.4423 0.7643 -1.3568
H 13.456725 9.757912 16.502802 0.0661 -0.7740 -0.8984
C 8.010875 8.219619 8.580844 0.8453 -0.4487 1.1925
H 15.525720 10.632560 15.866482 -0.2744 0.1178 -0.1191
C 10.109398 5.695264 17.776590 -0.8483 -1.1735 -0.7043
H 17.471970 13.317444 14.615941 0.2336 0.0114 -0.0138
H 16.780231 15.971545 11.801593 0.1038 -0.6251 0.3461
H 11.973110 12.145085 19.184884 0.5988 0.5030 -0.2891
S 7.493624 10.956461 14.792084 -0.8003 0.2330 0.2093
H 9.355688 15.344176 10.595801 -0.4048 0.2450 -0.7947
H 12.574442 10.840684 11.174890 0.2140 -0.2316 -0.1501
H 7.372971 7.527225 8.092251 -0.4513 -0.6846 -0.1710
N 10.212224 13.611091 13.058479 -0.1401 -0.8197 -0.0610
As 12.989895 12.260330 16.868375 -0.6371 -0.7755 0.7686
C 8.949435 13.847536 17.558556 -0.1124 0.1162 -0.1306
C 10.715076 15.586803 12.168424 0.3069 0.4453 -1.1899
```
Forces are in eV/Å.

Summary:
highest occupied orbital energy	-12.51	eV
E	-421394.8040	eV
lowest unoccupied orbital energy	-0.1862	Eh
net charge	+2
ΔE to the lowest compared entry with this formula, charge and spin	0.0	kJ/mol

3.
Below is a molecular structure, C31H45BClF2IrN6O2S2 in a non-equilibrium geometry, with properties calculated with wB97M-V/def2-TZVPD.

```
91
Properties=species:S:1:pos:R:3:forces:R:3
C -0.109400 -4.650400 -0.243300 -0.0606 0.0411 0.1940
C -0.757400 -6.875300 -0.353900 -0.1540 -0.4825 -0.0462
O 0.828100 0.873000 -3.032800 0.5453 0.2835 0.2227
H 6.705800 -0.239900 2.087900 0.0335 -0.0090 0.0641
C -0.785200 -1.611900 -5.142600 0.0582 0.2516 0.3526
H 2.765700 0.038600 -4.500200 0.0585 0.0536 -0.0311
C 0.873900 2.125400 2.787200 0.1196 -0.1553 0.0675
C -8.477900 -1.159900 1.433900 0.1066 -0.2576 -0.1942
H 6.734900 0.463100 -2.134800 0.0757 0.0502 -0.0426
O -0.893800 -0.584600 -2.943900 -0.2069 -0.6578 0.6847
C 0.504000 0.902300 3.631900 0.0324 -0.0063 -0.3970
H 1.722100 2.062100 -5.281200 0.0854 0.0266 -0.0363
H -0.465300 1.096000 4.097600 0.0036 -0.0811 0.1243
C -0.720800 -0.311200 -4.349700 -0.1265 0.1783 -0.3990
H -1.554100 -7.303800 0.260400 0.1352 -0.0186 -0.0562
H -1.789600 -2.023200 -5.074200 -0.0778 -0.0333 -0.0240
H -1.595100 3.387600 -1.324100 0.1192 -0.1370 0.3954
C 1.843000 -0.508400 -4.682400 -0.3116 0.2073 0.1308
H 0.207100 -1.218500 3.553100 0.1115 0.0861 -0.1566
H 4.383400 -1.040400 1.949600 -0.0500 -0.0650 0.0909
H -7.731200 1.922900 -0.640200 0.0109 0.0709 -0.0618
C -4.872300 1.185700 -1.046500 0.2196 -0.2082 0.1538
H -7.786300 -2.345300 -0.227200 0.0432 -0.0883 -0.0181
H -1.866600 0.813900 -5.819000 -0.0111 0.0796 -0.0998
C -4.254200 -1.098700 -1.343300 -0.2909 0.2590 0.0305
C 6.205400 0.141000 -1.251400 0.2452 0.0730 0.0797
F 0.180600 3.916700 -0.612500 0.0688 -0.0816 0.1819
H -8.599300 2.056100 1.691500 -0.0365 0.1270 -0.0349
B -0.046400 0.210400 -2.222800 -1.0456 2.4742 0.9124
C 6.187300 -0.263400 1.141300 0.2269 0.1436 -0.0826
H -8.729400 -1.999700 2.066000 -0.0175 -0.1458 0.0101
N 1.797000 1.717700 0.515300 -1.2190 -0.3980 -1.5271
H -0.530200 -1.303600 1.319500 -0.2096 -0.1684 0.0773
N -1.054400 -5.494700 -0.677600 0.1778 -0.1608 0.0925
H 1.379100 -7.329300 -0.062600 -0.1167 0.0066 0.0383
F -1.598200 3.755400 0.639400 0.2305 -0.9844 0.0825
Ir -0.406900 0.950000 -0.207900 -1.0707 1.5596 1.8830
H -4.472500 -2.099800 -1.677100 0.0377 -0.1212 -0.0034
C -1.893400 0.587200 -4.757400 0.2623 -0.1923 0.2875
C 2.885200 -1.148600 -0.283400 -0.3297 -0.1536 0.0440
C -7.955200 -1.354400 0.163400 -0.0500 0.0810 0.0663
C -5.198600 -0.089000 -1.491700 0.1022 -0.2042 -0.1155
H 0.531600 1.313300 -6.351500 -0.0164 0.0014 -0.1411
C 6.848500 0.173200 -0.009800 -0.3145 -0.1458 -0.0739
C 0.663900 0.425300 -4.393600 0.3541 -0.3648 -0.2427
H 1.830700 -0.840500 -5.715700 0.0547 -0.1284 -0.1148
H 0.011900 2.389800 -5.041700 -0.0833 0.0681 -0.0229
H 2.360100 -1.143700 -1.220900 -0.0847 -0.0556 -0.2607
H -1.849700 -5.213400 -1.219900 0.0867 0.2359 0.0330
H 2.348900 -1.508500 0.574100 -0.1436 -0.1238 0.2038
H -2.823800 0.069800 -4.531800 -0.0593 -0.0672 -0.0119
N -0.520300 -0.379800 1.751600 0.0674 -0.3090 -0.2519
C 0.727400 1.626400 -5.329400 -0.0355 -0.2002 0.3834
N -8.671700 0.035400 1.957000 -0.3171 0.0238 0.6596
H 0.480200 -7.113200 1.451100 -0.0173 -0.0340 -0.1426
C 2.136200 1.956700 1.928100 -0.4506 0.0439 0.5267
N -2.739000 0.414500 -0.285600 1.6918 0.2510 -0.8703
H -1.452100 -0.199700 2.123200 0.0664 -0.0912 -0.1685
C -0.966700 3.179100 -0.440500 0.7592 -1.4911 -2.0194
H -2.297200 -1.570500 -0.613800 0.0726 -0.0401 -0.1290
H -3.403400 2.350900 -0.029700 0.1355 0.0916 -0.0719
C 4.894100 -0.706600 1.057400 -0.2443 -0.0016 -0.2444
N 0.846400 -5.344900 0.384600 -0.0949 -0.2160 -0.0848
H -5.560200 2.006800 -1.155900 0.0033 0.0923 0.0292
C -7.907600 1.026600 -0.068200 -0.1261 -0.0480 0.1010
H -0.087700 -2.349200 -4.757900 0.0873 -0.0571 0.0093
Cl 8.463200 0.747000 0.099500 0.1586 0.0467 0.0129
H 4.406200 -0.323700 -2.295300 0.0016 0.0109 -0.1052
H -1.876300 1.509400 -4.181500 -0.0196 0.1582 -0.0144
H 1.002800 2.974500 3.458400 -0.0918 0.0437 -0.0374
H 1.432200 -0.620500 2.425700 -0.0470 -0.0741 -0.0188
C -7.643500 -0.231000 -0.583700 0.0328 -0.1542 -0.3095
H 1.234200 0.775300 4.433600 -0.0351 0.0038 0.0523
H 1.821500 -1.369000 -4.017500 0.0053 -0.1484 0.0137
H 1.675200 -4.927100 0.765500 -0.0982 0.1924 -0.0611
H 2.738600 1.126700 2.300400 0.0326 -0.0075 -0.1043
C -3.046400 -0.802400 -0.746600 0.2413 -0.2210 0.0974
H 2.489000 1.118200 0.068000 -0.0721 0.1060 0.0194
H 2.747200 2.859600 2.012300 0.0121 -0.1370 -0.1551
H 0.040000 2.368800 2.124000 -0.0273 0.1798 0.0018
S -6.813300 -0.453700 -2.165500 0.0474 0.2173 0.2743
H -0.560200 -1.414800 -6.187400 0.0084 -0.0271 -0.1475
C -8.411500 1.099500 1.223500 0.1480 0.2567 -0.3243
C 0.450000 -0.407700 2.851000 0.1433 0.0501 0.4830
C 0.574800 -6.766600 0.417900 0.1559 -0.4388 0.1683
C -3.648500 1.381900 -0.437000 -0.1698 0.3813 0.0915
C 4.913400 -0.300400 -1.341400 -0.2470 -0.0459 0.2414
H 1.796500 2.609000 0.025900 -0.0183 -0.1110 -0.1157
C 4.196200 -0.732200 -0.187300 0.7273 0.2037 0.0185
H -0.659600 -7.477600 -1.261500 0.0147 0.0330 0.1220
S -0.125100 -3.004000 -0.421200 -0.0196 0.8051 -0.2385
```
Forces are in eV/Å.

Summary:
highest occupied orbital energy (alpha / beta)	-9.44 / -10.48	eV
E	-89051.4945	eV
lowest unoccupied orbital energy (alpha / beta)	-0.1093 / -0.1163	Eh
multiplicity	2
net charge	+1
ΔE to the lowest compared entry with this formula, charge and spin	103.3	kJ/mol